#i
10
Properties=species:S:1:pos:R:3:nbo_charge:R:1 method="wB97M-V/def2-TZVPD" e_homo_ev=-10.243 smiles="O=CCOC=O"
O 0.920 1.481 0.474 -0.49
C 1.311 0.481 -0.076 0.42
C 0.484 -0.807 -0.033 -0.19
O -0.705 -0.405 -0.715 -0.52
C -1.573 0.307 0.052 0.66
O -1.805 0.104 1.205 -0.55
H 2.190 0.503 -0.746 0.12
H 0.946 -1.625 -0.590 0.20
H 0.263 -1.137 0.986 0.23
H -2.030 1.099 -0.559 0.13

#ii
10
Properties=species:S:1:pos:R:3:nbo_charge:R:1 method="wB97M-V/def2-TZVPD" e_homo_ev=-10.045 smiles="O=CC(O)C=O"
O -1.271 -0.272 -0.791 -0.67
C -0.297 -0.384 0.237 -0.12
C -0.249 1.040 0.766 0.42
O 0.234 1.911 0.077 -0.52
C 1.025 -0.852 -0.367 0.42
O 1.663 -1.778 0.063 -0.49
H -1.017 0.530 -1.278 0.48
H -0.631 -1.117 0.976 0.21
H -0.808 1.269 1.691 0.14
H 1.339 -0.289 -1.270 0.12

#iii
10
Properties=species:S:1:pos:R:3:nbo_charge:R:1 method="wB97M-V/def2-TZVPD" e_homo_ev=-10.467 smiles="O=C1COCO1"
C -0.193 -1.060 0.436 0.76
C 0.719 0.140 0.850 -0.22
C -0.458 0.556 -1.038 0.24
H 1.839 0.010 1.169 0.23
H 0.379 0.656 1.769 0.21
H -1.299 1.158 -1.061 0.16
H -0.352 0.216 -2.296 0.15
O -0.423 -2.146 0.960 -0.56
O 0.622 1.117 -0.184 -0.51
O -0.834 -0.648 -0.605 -0.47

Stability summary - winner: #i; margin: 8.5 kcal/mol.

#i
10
Properties=species:S:1:pos:R:3:nbo_charge:R:1 method="wB97M-V/def2-TZVPD" e_homo_ev=-8.558
O -1.382 -0.823 0.330 -0.80
C -0.585 -0.136 -0.443 0.05
C -0.068 1.292 0.065 -0.11
O 1.206 0.648 0.535 -0.42
C 0.786 -0.491 0.094 0.79
O 1.337 -1.592 0.479 -0.59
H 0.719 -2.305 0.224 0.53
H -0.717 -0.147 -1.551 0.14
H -0.606 1.639 0.943 0.21
H 0.183 2.080 -0.646 0.19

#ii
10
Properties=species:S:1:pos:R:3:nbo_charge:R:1 method="wB97M-V/def2-TZVPD" e_homo_ev=-8.330 smiles="O=C=CO.C=O"
C 0.428 2.600 -0.262 0.60
C -0.351 -2.488 -0.354 0.26
C 0.315 1.316 -0.026 -0.21
O 0.603 3.566 -0.828 -0.42
O -1.350 -1.830 -0.653 -0.49
O 0.189 0.635 1.183 -0.70
H -0.268 -3.563 -0.425 0.11
H 0.163 0.677 -0.915 0.24
H 0.294 -2.075 0.325 0.12
H -0.022 1.161 1.955 0.48

#iii
10
Properties=species:S:1:pos:R:3:nbo_charge:R:1 method="wB97M-V/def2-TZVPD" e_homo_ev="-9.420 / -9.245"
O 0.230 1.297 0.019 -0.46
C 1.106 0.339 -0.132 0.30
C 0.755 -0.991 -0.060 -0.45
O -1.117 -0.276 -0.785 -0.45
C -1.117 0.583 0.245 0.62
O -1.447 0.447 1.410 -0.58
H 2.101 0.694 -0.390 0.21
H 1.412 -1.751 -0.468 0.23
H 0.045 -1.309 0.708 0.26
H -1.968 0.967 -0.548 0.31

#iv
10
Properties=species:S:1:pos:R:3:nbo_charge:R:1 method="wB97M-V/def2-TZVPD" e_homo_ev=-10.376 smiles="COC(=O)C=O"
C 1.293 -0.392 -1.064 -0.27
O 0.766 -0.030 0.216 -0.47
C -0.548 0.151 0.254 0.67
O -1.307 0.069 -0.682 -0.56
C -1.050 0.472 1.663 0.34
O -0.377 0.351 2.651 -0.45
H 2.373 -0.443 -0.932 0.20
H 0.896 -1.364 -1.369 0.20
H 1.027 0.356 -1.815 0.20
H -2.106 0.799 1.676 0.14

Stability summary - winner: #iv; margin: 58.3 kcal/mol.

#i
26
Properties=species:S:1:pos:R:3:nbo_charge:R:1 method="wB97M-V/def2-TZVPD" total_charge=+1 e_homo_ev=-11.985
C 2.682 -0.005 0.259 -0.28
C 2.274 -0.368 -1.075 -0.16
C 1.726 -0.056 1.281 0.01
C 1.052 -0.157 -1.612 -0.49
C -0.535 -0.082 0.524 0.50
C -0.386 2.438 0.700 -0.63
C -0.934 -2.566 -0.060 -0.43
C -1.300 1.250 0.498 0.04
N 0.482 -0.551 1.154 -0.43
N -1.476 -1.167 0.048 -0.57
O -2.150 1.261 -0.733 -0.79
H 3.785 -0.113 0.550 0.26
H 2.976 -0.898 -1.618 0.22
H 2.052 -0.056 2.364 0.24
H 0.501 0.770 -1.477 0.20
H 0.876 -0.563 -2.590 0.21
H 0.452 2.335 0.036 0.23
H -0.161 2.422 1.780 0.25
H -0.973 3.306 0.406 0.24
H -1.732 -3.327 -0.123 0.25
H -0.337 -2.509 -0.962 0.24
H -0.277 -2.604 0.823 0.25
H -2.066 1.164 1.155 0.21
H -2.249 -1.179 0.738 0.44
H -1.872 -0.847 -0.905 0.48
H -2.411 2.102 -1.163 0.52

#ii
26
Properties=species:S:1:pos:R:3:nbo_charge:R:1 method="wB97M-V/def2-TZVPD" total_charge=+1 e_homo_ev=-13.694
O 2.997 1.968 0.836 -0.78
C 0.367 2.720 -0.267 -0.41
C 0.231 2.793 1.279 -0.41
C 1.681 3.453 -0.599 -0.43
C 1.489 3.536 1.772 -0.43
C 2.516 3.309 0.672 0.09
H 3.560 1.758 0.061 0.49
H 0.429 1.663 -0.592 0.20
H -0.496 3.181 -0.785 0.23
H 0.200 1.773 1.707 0.18
H -0.694 3.317 1.589 0.23
H 2.195 3.047 -1.491 0.22
H 1.496 4.530 -0.777 0.23
H 1.857 3.180 2.754 0.21
H 1.298 4.623 1.859 0.23
H 3.360 4.027 0.718 0.19
C 1.126 -1.052 2.547 -0.05
C 1.053 -1.795 3.695 -0.05
C 2.637 -0.259 3.974 0.24
N 2.110 -0.117 2.754 -0.47
N 1.995 -1.281 4.550 -0.46
H 0.563 -1.116 1.616 0.27
H 0.413 -2.636 3.962 0.27
H 3.434 0.340 4.414 0.26
H 2.412 0.602 2.072 0.50
H 2.192 -1.624 5.507 0.46

Stability summary - winner: #ii; margin: 103.6 kcal/mol.

#i
73
Properties=species:S:1:pos:R:3:mulliken_charge:R:1 method="wB97M-V/def2-TZVPD" e_homo_ev=-10.979
C 8.285 10.808 22.703 -0.67
N 8.271 9.635 21.792 0.89
O 8.386 8.542 22.299 -0.49
O 8.094 9.828 20.603 -0.48
H 8.173 10.454 23.719 0.35
H 7.434 11.425 22.433 0.10
H 9.219 11.345 22.564 0.28
C 10.353 8.625 18.333 -0.36
C 11.712 8.320 17.699 -0.28
O 11.726 6.914 17.479 -0.33
S 10.427 6.211 18.062 1.13
O 10.761 5.092 18.841 -0.55
O 9.453 6.123 17.042 -0.57
O 10.058 7.430 19.043 -0.21
H 9.574 8.930 17.635 0.33
H 10.444 9.423 19.071 0.25
H 12.540 8.601 18.349 0.23
H 11.862 8.861 16.763 0.33
C 8.037 15.078 20.190 -0.32
C 8.434 13.621 20.171 0.02
O 9.535 13.549 21.101 -0.31
S 9.386 14.668 22.245 0.99
O 10.540 15.485 22.207 -0.60
O 8.964 14.078 23.450 -0.39
O 8.138 15.411 21.592 -0.34
H 7.007 15.236 19.887 0.29
H 8.721 15.743 19.668 0.35
H 8.781 13.267 19.205 0.15
H 7.659 12.952 20.545 0.17
C 7.555 6.196 25.070 -0.15
C 7.400 4.833 25.700 -0.32
O 8.676 4.537 26.253 -0.33
S 9.311 5.867 26.857 1.06
O 10.683 5.884 26.520 -0.52
O 8.929 6.050 28.196 -0.55
O 8.518 6.867 25.923 -0.19
H 6.631 6.768 25.088 0.25
H 8.003 6.246 24.078 0.15
H 7.088 4.069 24.994 0.32
H 6.677 4.889 26.518 0.29
C 11.493 6.669 21.823 -0.23
C 12.082 6.932 23.197 -0.30
O 13.502 6.906 23.062 -0.31
S 13.940 7.029 21.538 1.05
O 14.505 5.806 21.103 -0.55
O 14.654 8.235 21.325 -0.58
O 12.483 7.206 20.935 -0.18
H 10.505 7.089 21.665 0.21
H 11.422 5.599 21.599 0.27
H 11.721 6.308 24.010 0.34
H 11.798 7.959 23.460 0.23
C 7.410 11.496 17.366 0.13
C 8.032 11.426 15.949 -0.27
O 7.162 10.610 15.171 -0.32
S 5.695 10.706 15.789 1.07
O 4.998 9.520 15.511 -0.52
O 5.150 11.984 15.494 -0.56
O 6.192 10.712 17.294 -0.30
H 7.047 12.497 17.603 0.27
H 7.996 11.075 18.176 -0.04
H 9.014 10.959 15.945 0.31
H 8.118 12.415 15.501 0.27
C 5.371 14.060 25.725 -0.48
C 5.702 13.184 24.496 -0.06
O 6.535 12.132 24.975 -0.12
S 6.856 12.328 26.540 1.13
O 8.226 12.148 26.774 -0.56
O 5.899 11.585 27.273 -0.55
O 6.512 13.875 26.570 -0.32
H 4.446 13.772 26.222 0.31
H 5.314 15.105 25.437 0.35
H 6.249 13.806 23.786 0.00
H 4.802 12.797 24.021 0.33

#ii
73
Properties=species:S:1:pos:R:3:mulliken_charge:R:1 method="wB97M-V/def2-TZVPD" e_homo_ev=-10.592
C -0.932 -5.694 20.938 -0.83
N -0.413 -5.515 19.552 1.21
O 0.650 -6.050 19.275 -0.61
O -1.140 -4.946 18.755 -0.58
H -0.489 -4.950 21.592 0.36
H -0.634 -6.661 21.268 0.09
H -2.001 -5.568 20.885 0.32
C -3.719 -10.826 20.474 -0.48
C -3.213 -11.419 21.818 -0.24
O -2.586 -10.235 22.523 -0.32
S -2.804 -8.906 21.623 1.28
O -1.738 -8.669 20.699 -0.54
O -3.276 -7.812 22.425 -0.55
O -4.095 -9.466 20.770 -0.35
H -4.604 -11.371 20.122 0.35
H -2.983 -10.861 19.643 0.29
H -2.403 -12.100 21.569 0.27
H -3.935 -11.740 22.564 0.30
C 0.384 -7.854 25.629 -0.24
C 0.043 -8.562 24.300 0.45
O 1.250 -8.609 23.573 -0.43
S 2.006 -7.203 23.757 1.11
O 1.301 -6.172 23.047 -0.30
O 3.434 -7.418 23.564 -0.61
O 1.636 -7.093 25.289 -0.37
H 0.614 -8.579 26.432 0.27
H -0.383 -7.119 25.909 0.20
H -0.707 -7.976 23.724 -0.46
H -0.330 -9.573 24.460 0.42
C -3.133 -2.650 26.055 -0.32
C -1.664 -2.601 26.233 -0.36
O -1.139 -3.704 25.513 -0.31
S -2.183 -4.122 24.397 1.13
O -2.108 -5.532 24.123 -0.32
O -2.199 -3.150 23.312 -0.62
O -3.437 -3.852 25.372 -0.34
H -3.519 -1.800 25.487 0.28
H -3.620 -2.680 27.031 0.31
H -1.386 -2.733 27.255 0.29
H -1.182 -1.706 25.824 0.25
C -3.500 -2.932 18.888 -0.35
C -4.166 -4.334 19.035 -0.15
O -4.955 -4.292 17.758 -0.39
S -3.909 -3.748 16.580 1.04
O -4.664 -2.944 15.625 -0.57
O -3.013 -4.836 16.188 -0.47
O -3.059 -2.738 17.515 -0.31
H -2.656 -2.723 19.533 0.27
H -4.249 -2.160 19.132 0.38
H -4.894 -4.385 19.848 0.34
H -3.438 -5.136 18.979 0.22
C 0.643 -5.798 16.121 0.39
C -0.048 -4.571 15.533 -0.28
O 0.894 -3.968 14.637 -0.38
S 1.542 -5.231 13.775 1.08
O 2.912 -4.932 13.542 -0.53
O 0.652 -5.646 12.685 -0.55
O 1.519 -6.317 15.023 -0.38
H -0.094 -6.583 16.351 0.22
H 1.275 -5.525 16.981 -0.17
H -0.303 -3.928 16.374 0.22
H -0.926 -4.810 14.986 0.37
C 4.243 -5.261 19.472 -0.12
C 3.725 -5.680 20.859 0.25
O 4.266 -4.751 21.790 -0.21
S 5.247 -3.679 21.064 1.01
O 6.618 -4.190 21.088 -0.55
O 4.882 -2.381 21.528 -0.53
O 4.563 -3.874 19.614 -0.32
H 3.448 -5.273 18.777 0.10
H 5.130 -5.862 19.254 0.30
H 4.063 -6.698 21.093 0.26
H 2.659 -5.661 20.933 -0.20

Stability summary - winner: #i; margin: 20.1 kcal/mol.